Record 1
Formula: C5H14
Source: the Open Molecules 2025 dataset
Level of theory: wB97M-V/def2-TZVPD

The value obtained for the relative energy (zero: lowest compared OMol25 entry of this formula, charge and spin) is 36.3 kJ/mol. Its expectation value of S² is 0.750.

```
! wB97M-V def2-TZVPD RIJCOSX def2/J DEFGRID3
* xyz -1 2
C -1.723 -1.703 0.311
C -2.100 -0.764 1.491
C -0.223 -1.605 0.030
H -2.259 -1.304 -0.558
H -2.146 -2.698 0.446
H -2.657 -1.363 2.226
H -1.299 -0.290 2.054
H 0.316 -2.020 0.880
H -2.733 0.046 1.132
H 0.115 -0.581 -0.074
H 0.070 -2.140 -0.882
C 1.370 2.133 -1.344
C 2.314 1.421 -0.375
H 1.355 3.227 -1.249
H 1.600 2.040 -2.402
H 0.339 1.856 -1.106
H 3.357 1.706 -0.555
H 2.301 0.381 -0.663
H 2.001 1.657 0.639
*
```

Record 2
Formula: C16H16ClNO5S
Source: the Open Molecules 2025 dataset
Level of theory: wB97M-V/def2-TZVPD

The value obtained for the relative energy (zero: lowest compared OMol25 entry of this formula, charge and spin) is 0.0 kJ/mol. As for the SMILES: O=C(CN1C(=O)[C@H]2CCCC[C@H]2C1=O)OCC(=O)c1ccc(Cl)s1.

```
! wB97M-V def2-TZVPD RIJCOSX def2/J DEFGRID3
* xyz 0 1
O 1.307 -0.106 0.176
C 1.077 0.116 -0.981
O 1.961 -0.018 -1.971
C 3.281 -0.322 -1.562
C 3.912 0.885 -0.865
O 3.357 1.957 -0.824
C 5.218 0.650 -0.268
C 5.970 1.585 0.402
C 7.191 1.089 0.874
C 7.366 -0.230 0.559
S 6.031 -0.886 -0.321
Cl 8.714 -1.195 0.948
H 7.913 1.667 1.421
H 5.628 2.596 0.540
H 3.279 -1.180 -0.879
H 3.837 -0.567 -2.469
C -0.275 0.561 -1.519
N -1.311 0.106 -0.628
C -1.539 -1.237 -0.395
O -0.943 -2.129 -0.936
C -2.724 -1.314 0.546
C -3.964 -1.525 -0.341
C -5.245 -1.125 0.381
C -5.178 0.352 0.752
C -4.046 0.586 1.744
H -4.286 0.084 2.684
H -3.935 1.653 1.945
C -2.710 0.058 1.229
C -2.023 0.947 0.211
O -2.032 2.144 0.125
H -2.007 0.022 2.072
H -5.008 0.948 -0.148
H -6.121 0.675 1.195
H -5.369 -1.726 1.283
H -6.099 -1.312 -0.271
H -3.870 -0.914 -1.243
H -4.001 -2.570 -0.651
H -2.628 -2.141 1.251
H -0.310 1.655 -1.540
H -0.417 0.160 -2.525
*
```

Record 3
Formula: C3H4NO2S
Source: the Open Molecules 2025 dataset
Level of theory: wB97M-V/def2-TZVPD

The value obtained for the relative energy (zero: lowest compared OMol25 entry of this formula, charge and spin) is 97.7 kJ/mol. As for the SMILES: C=N[C@@H](S)C(=O)[O-].

```
! wB97M-V def2-TZVPD RIJCOSX def2/J DEFGRID3
* xyz -1 1
C 1.865 0.220 -0.351
C -0.809 -1.112 0.094
C -0.405 0.466 0.378
N 0.760 0.725 -0.739
O -1.952 -1.279 -0.388
O 0.015 -1.958 0.405
S -1.743 1.544 0.128
H 2.679 0.326 -1.238
H 1.919 -0.172 0.688
H 0.066 0.654 1.405
H -2.396 0.585 -0.381
*
```

Record 4
Formula: CH6NS
Source: the Open Molecules 2025 dataset
Level of theory: wB97M-V/def2-TZVPD

The value obtained for the relative energy (zero: lowest compared OMol25 entry of this formula, charge and spin) is 65.2 kJ/mol.

```
! wB97M-V def2-TZVPD RIJCOSX def2/J DEFGRID3
* xyz 1 1
C -0.816 0.599 0.001
N 0.350 -0.911 0.078
S -0.619 1.391 -1.489
H -1.681 -0.041 0.257
H -0.582 1.141 0.866
H 0.034 -1.842 -0.145
H 0.744 -0.958 1.079
H 1.157 -0.896 -0.586
H 0.169 2.519 -1.137
*
```

Record 5
Formula: C3H8NO2
Source: the Open Molecules 2025 dataset
Level of theory: wB97M-V/def2-TZVPD

The value obtained for the relative energy (zero: lowest compared OMol25 entry of this formula, charge and spin) is 296.6 kJ/mol. As for the SMILES: [O-]CNCCO.

```
! wB97M-V def2-TZVPD RIJCOSX def2/J DEFGRID3
* xyz -1 1
C -0.282 0.712 0.436
C 1.043 0.114 0.886
O 1.013 0.203 2.367
N -0.501 0.890 -0.981
C -0.487 -0.452 -1.696
O -1.134 -1.435 -1.170
H -1.052 0.028 0.803
H -0.489 1.650 0.969
H 1.875 0.675 0.444
H 1.165 -0.948 0.687
H 1.165 -0.705 2.628
H 0.160 1.524 -1.428
H 0.682 -0.697 -1.805
H -0.697 -0.100 -2.751
*
```

Record 6
Formula: C4H13NO2
Source: the Open Molecules 2025 dataset
Level of theory: wB97M-V/def2-TZVPD

The value obtained for the relative energy (zero: lowest compared OMol25 entry of this formula, charge and spin) is 165.3 kJ/mol. As for the SMILES: C=NCCC.O.O.

```
! wB97M-V def2-TZVPD RIJCOSX def2/J DEFGRID3
* xyz 0 1
C 1.702 0.260 0.042
C 0.979 1.316 -0.828
C -0.299 1.845 -0.056
C -0.733 3.752 -1.310
N -1.076 2.560 -1.093
H 2.633 -0.062 -0.455
H 2.026 0.643 0.996
H 1.046 -0.594 0.110
H 0.628 0.979 -1.796
H 1.669 2.165 -0.840
H 0.127 2.631 0.559
H -0.970 1.090 0.335
H -0.001 4.312 -0.692
H -1.057 4.270 -2.213
H -0.521 -3.207 -1.995
H -0.445 -3.567 -0.539
O -1.059 -3.255 -1.200
H -0.789 -5.179 3.682
H -2.193 -4.844 3.271
O -1.665 -5.117 4.024
*
```

Record 7
Formula: C19H49FNO4
Source: the Open Molecules 2025 dataset
Level of theory: wB97M-V/def2-TZVPD

The electronic energy is -1208.580044 Ha.

```
! wB97M-V def2-TZVPD RIJCOSX def2/J DEFGRID3
* xyz 1 1
C 0.279 -3.687 -2.252
C 0.673 -3.897 -0.786
C 1.667 -2.857 -0.282
N 1.187 -2.145 0.970
F 1.902 -1.846 -1.155
H -0.357 -4.515 -2.553
H -0.250 -2.749 -2.395
H 1.155 -3.683 -2.898
H -0.238 -3.892 -0.184
H 1.129 -4.879 -0.679
H 2.617 -3.326 -0.034
H 1.985 -1.922 1.565
H 0.507 -2.704 1.494
H 0.758 -1.251 0.714
C 2.762 4.198 -0.909
C 3.903 3.214 -0.724
O 3.510 1.963 -0.176
C 2.594 1.220 -0.948
C 3.100 0.849 -2.335
H 2.258 4.385 0.040
H 3.148 5.144 -1.289
H 2.017 3.838 -1.621
H 4.623 3.623 -0.016
H 4.438 3.060 -1.667
H 1.630 1.741 -1.014
H 2.424 0.310 -0.370
H 3.281 1.734 -2.945
H 2.367 0.231 -2.856
H 4.039 0.298 -2.266
C 7.016 2.818 -6.357
C 5.714 3.054 -5.613
O 5.794 2.819 -4.216
C 6.723 3.619 -3.503
C 6.448 5.111 -3.585
H 7.371 1.800 -6.192
H 6.863 2.964 -7.426
H 7.801 3.504 -6.040
H 4.956 2.357 -5.972
H 5.334 4.062 -5.812
H 7.749 3.399 -3.816
H 6.636 3.292 -2.466
H 6.538 5.491 -4.603
H 7.160 5.654 -2.965
H 5.439 5.334 -3.233
C -2.649 -3.220 5.494
C -1.750 -2.180 4.855
O -1.298 -2.532 3.548
C -2.315 -2.746 2.582
C -3.207 -1.545 2.331
H -2.144 -4.185 5.548
H -2.910 -2.908 6.504
H -3.580 -3.356 4.941
H -0.841 -2.066 5.445
H -2.240 -1.202 4.834
H -2.916 -3.624 2.835
H -1.778 -3.000 1.660
H -3.781 -1.270 3.213
H -3.921 -1.768 1.539
H -2.615 -0.676 2.033
C -8.020 0.631 1.570
C -7.310 -0.709 1.645
O -6.673 -0.960 2.886
C -7.517 -0.977 4.026
C -8.610 -2.031 3.975
H -7.325 1.445 1.778
H -8.437 0.775 0.573
H -8.842 0.700 2.283
H -6.508 -0.737 0.905
H -7.999 -1.523 1.395
H -7.947 0.015 4.199
H -6.852 -1.181 4.866
H -9.310 -1.858 3.158
H -9.178 -2.020 4.905
H -8.178 -3.024 3.844
*
```

Record 8
Formula: ClH34O21
Source: the Open Molecules 2025 dataset
Level of theory: wB97M-V/def2-TZVPD

The value obtained for the relative energy (zero: lowest compared OMol25 entry of this formula, charge and spin) is 25.8 kJ/mol.

```
! wB97M-V def2-TZVPD RIJCOSX def2/J DEFGRID3
* xyz -1 1
Cl 5.466 14.808 11.561
O 5.523 13.478 10.897
O 6.375 14.886 12.727
O 5.837 15.920 10.573
O 4.053 14.993 12.049
O 6.797 17.153 8.416
H 7.453 16.590 7.934
H 6.623 16.632 9.198
O 7.819 17.367 13.037
H 7.194 17.879 12.437
H 8.181 16.805 12.372
O 4.630 14.944 15.138
H 4.931 15.412 14.390
H 3.724 14.703 14.919
O 3.803 14.518 8.704
H 4.627 14.095 8.512
H 3.131 14.073 8.195
O 6.433 13.970 7.918
H 7.107 14.055 8.573
H 6.860 14.168 7.091
O 1.312 15.898 12.348
H 0.718 15.154 12.565
H 2.147 15.500 12.228
O 5.083 11.953 13.582
H 5.720 12.552 13.985
H 4.847 11.542 14.431
O 4.419 16.861 7.394
H 3.974 16.147 7.931
H 5.316 16.738 7.745
O 5.002 17.172 13.520
H 5.864 16.941 13.229
H 4.605 17.603 12.771
O 6.454 18.753 11.196
H 5.937 18.276 10.518
H 6.052 19.623 11.254
O 4.794 10.865 10.450
H 4.975 11.781 10.501
H 3.963 10.826 10.917
O 7.156 13.324 14.794
H 6.920 14.217 15.042
H 8.045 13.204 15.114
O 2.247 16.799 9.839
H 1.586 16.631 10.535
H 2.839 16.064 9.930
O 7.530 11.899 11.864
H 7.137 12.212 12.674
H 7.028 12.357 11.205
O 9.352 14.645 13.029
H 9.203 14.871 12.122
H 8.506 14.445 13.445
O 7.368 16.038 15.431
H 7.550 16.580 14.650
H 6.566 16.401 15.751
O 2.127 13.205 10.546
H 2.893 13.465 10.058
H 1.476 13.868 10.382
*
```

Record 9
Formula: FH3O2PS
Source: the Open Molecules 2025 dataset
Level of theory: wB97M-V/def2-TZVPD

The electronic energy is -991.316069 Ha.

```
! wB97M-V def2-TZVPD RIJCOSX def2/J DEFGRID3
* xyz 1 1
O 1.476 -1.370 0.557
S 1.140 -0.053 0.202
O 1.402 1.124 0.926
F 1.493 0.166 -1.287
P -1.038 0.006 -0.057
H -1.556 0.824 0.946
H -1.590 -1.274 0.011
H -1.327 0.575 -1.298
*
```

Record 10
Formula: CHNO5S2
Source: the Open Molecules 2025 dataset
Level of theory: wB97M-V/def2-TZVPD

The value obtained for the relative energy (zero: lowest compared OMol25 entry of this formula, charge and spin) is 0.0 kJ/mol. As for the SMILES: O=C([O-])N(S)S(=O)(=O)[O-].

```
! wB97M-V def2-TZVPD RIJCOSX def2/J DEFGRID3
* xyz -2 1
C -0.522 0.591 -1.473
N -0.293 -0.225 -0.309
O -1.298 0.134 -2.322
O 2.263 0.597 0.186
O 0.087 1.659 -1.457
O 1.393 -1.349 1.327
O 0.556 0.847 1.936
S -1.248 -1.457 0.172
S 1.123 0.019 0.873
H -2.060 -0.816 1.068
*
```

Record 11
Formula: C28H34N5O3S4Si2W
Source: the Open Molecules 2025 dataset
Level of theory: wB97M-V/def2-TZVPD

The electronic energy is -3825.874750 Ha. Its expectation value of S² is 2.022.

```
! wB97M-V def2-TZVPD RIJCOSX def2/J DEFGRID3
* xyz -1 3
W -0.101 -0.566 0.309
O 1.607 -1.045 -0.638
C 2.913 -1.049 -0.675
C 3.581 -1.707 -1.687
C 4.967 -1.859 -1.691
C 5.706 -1.187 -0.694
C 5.102 -0.546 0.314
C 3.669 -0.467 0.384
C 2.901 0.067 1.478
N 1.609 0.193 1.575
N 1.275 0.725 2.864
C -0.033 0.913 2.881
O -0.748 0.628 1.884
C -0.672 1.391 4.153
C -2.057 1.251 4.250
C -2.739 1.386 5.459
C -1.962 1.729 6.553
C -0.597 2.076 6.391
C 0.050 1.913 5.171
H 2.974 -2.209 -2.410
H 5.570 -2.475 -2.351
H 6.779 -1.301 -0.683
H 5.686 -0.096 1.124
H 3.470 0.460 2.348
H -2.651 1.111 3.328
H -3.782 1.109 5.483
H -2.479 1.736 7.527
H -0.011 2.498 7.206
H 1.066 2.150 4.968
O -4.536 -4.125 4.471
C -3.742 -3.576 3.698
S -4.330 -2.534 2.363
C -2.757 -2.209 1.703
C -1.670 -2.663 2.384
S 0.000 -2.491 1.965
S -2.001 -3.522 3.909
S -2.647 -1.051 0.345
N -2.769 -3.371 -3.998
C -1.688 -3.467 -3.125
C -1.580 -2.476 -2.164
N -0.527 -2.389 -1.341
C 0.323 -3.388 -1.416
C 0.167 -4.418 -2.358
N -0.814 -4.432 -3.220
H -3.110 -2.528 -4.357
H -2.783 -4.042 -4.794
H -2.369 -1.755 -1.991
H 1.163 -3.445 -0.701
H 0.879 -5.177 -2.453
C 0.464 3.373 0.087
Si -1.007 2.678 -0.668
C -2.544 2.624 0.575
C -1.675 3.954 -1.990
C -0.571 0.929 -1.314
Si 0.519 0.867 -2.806
C -0.290 1.734 -4.247
C 2.208 1.558 -2.401
C 0.772 -0.762 -3.719
H 0.728 2.594 0.861
H 0.342 4.349 0.591
H 1.340 3.471 -0.627
H -3.218 1.813 0.481
H -3.093 3.532 0.456
H -2.182 2.477 1.635
H -1.798 4.941 -1.408
H -2.607 3.602 -2.461
H -1.068 4.176 -2.861
H -1.461 0.475 -1.780
H 0.331 2.559 -4.650
H -1.204 2.204 -3.896
H -0.515 1.023 -5.020
H 2.289 2.647 -2.405
H 2.997 1.189 -2.969
H 2.448 1.336 -1.310
H 1.257 -1.476 -3.120
H 1.364 -0.457 -4.565
H -0.128 -1.183 -4.210
*
```

Record 12
Formula: C3H8N2O2
Source: the Open Molecules 2025 dataset
Level of theory: wB97M-V/def2-TZVPD

The value obtained for the relative energy (zero: lowest compared OMol25 entry of this formula, charge and spin) is 659.9 kJ/mol.

```
! wB97M-V def2-TZVPD RIJCOSX def2/J DEFGRID3
* xyz 0 1
C 0.142 -0.048 -1.459
C -1.809 -0.614 0.875
N -0.458 0.610 -0.248
C 0.647 -0.393 -0.085
N 1.871 0.217 0.372
O -0.138 1.976 -0.143
O 0.156 -1.443 0.528
H 0.736 1.945 0.310
H 2.089 -0.171 1.283
H 2.645 0.031 -0.254
H 0.668 0.653 -2.097
H -0.486 -0.781 -1.948
H -2.167 0.356 1.187
H -2.299 -1.032 0.010
H -1.597 -1.305 1.672
*
```

Record 13
Formula: C4H12NOS
Source: the Open Molecules 2025 dataset
Level of theory: wB97M-V/def2-TZVPD

The value obtained for the relative energy (zero: lowest compared OMol25 entry of this formula, charge and spin) is 161.6 kJ/mol.

```
! wB97M-V def2-TZVPD RIJCOSX def2/J DEFGRID3
* xyz -1 1
C 1.880 2.002 1.964
N 1.030 1.943 0.740
C 0.441 0.488 0.386
C -0.674 0.841 -0.599
S -0.938 -0.622 -1.832
C -0.067 -0.230 1.571
H 2.234 3.035 2.149
H 1.170 1.814 2.786
H 2.759 1.195 1.925
H 0.245 2.576 0.683
H 1.179 -0.019 -0.266
H -1.643 1.082 -0.226
H -0.320 1.611 -1.387
H 0.863 -0.658 2.036
H -0.766 -0.950 1.241
H -0.675 0.335 2.290
H -0.730 -3.726 -1.439
H -0.969 -2.339 -0.689
O -0.628 -3.275 -0.613
*
```

Record 14
Formula: C3H13NO3
Source: the Open Molecules 2025 dataset
Level of theory: wB97M-V/def2-TZVPD

The value obtained for the relative energy (zero: lowest compared OMol25 entry of this formula, charge and spin) is 309.0 kJ/mol. As for the SMILES: C=NCC.O.O.O.

```
! wB97M-V def2-TZVPD RIJCOSX def2/J DEFGRID3
* xyz 0 1
C -1.539 -1.190 -1.438
C 0.012 -1.033 -1.570
C 1.843 -0.912 -0.043
N 0.560 -0.985 -0.128
H -2.058 -0.241 -1.548
H -1.891 -1.915 -2.176
H -1.715 -1.627 -0.462
H 0.183 -0.012 -1.973
H 0.328 -1.866 -2.161
H 2.395 -1.842 -0.207
H 2.349 0.005 0.212
H -0.221 1.605 -0.836
H 0.641 2.446 0.036
O -0.156 2.516 -0.510
H -0.746 -0.406 1.366
H -1.799 -0.335 2.444
O -0.969 0.079 2.186
H 0.626 1.177 2.349
H 0.894 2.675 2.409
O 1.265 1.861 2.050
*
```

Record 15
Formula: C28H32N4
Source: the Open Molecules 2025 dataset
Level of theory: wB97M-V/def2-TZVPD

The value obtained for the relative energy (zero: lowest compared OMol25 entry of this formula, charge and spin) is 351.2 kJ/mol.

```
! wB97M-V def2-TZVPD RIJCOSX def2/J DEFGRID3
* xyz 0 1
C 3.324 -0.066 -1.580
N 4.469 -0.237 -1.774
C -2.550 -4.718 -5.805
N -1.246 -4.103 -5.669
C -0.237 -4.608 -6.574
C -0.956 -3.198 -4.671
C -0.150 -2.065 -4.934
C 0.104 -1.158 -3.925
C -0.298 -1.397 -2.575
C 0.103 -0.496 -1.514
C -0.319 -0.644 -0.198
C -0.103 0.304 0.837
C -0.441 -0.038 2.222
C -0.212 -1.341 2.713
C -0.527 -1.669 4.018
C -1.169 -0.738 4.848
N -1.511 -1.079 6.158
C -0.689 -0.722 7.291
C -2.749 -1.736 6.509
C -1.446 0.547 4.360
C -1.044 0.910 3.089
C 0.471 1.617 0.572
C 0.059 2.404 -0.521
C 0.624 3.645 -0.728
C 1.694 4.079 0.075
N 2.307 5.306 -0.179
C 1.932 6.524 0.498
C 3.399 5.476 -1.108
C 2.152 3.272 1.130
C 1.514 2.084 1.407
C -1.052 -2.578 -2.331
C -1.427 -3.420 -3.355
H -3.254 -4.224 -5.121
H -2.870 -4.584 -6.854
H -2.490 -5.799 -5.585
H 0.732 -4.149 -6.329
H -0.175 -5.707 -6.461
H -0.538 -4.368 -7.609
H 0.217 -1.939 -5.949
H 0.651 -0.243 -4.166
H 0.805 0.300 -1.818
H -0.828 -1.564 0.104
H 0.242 -2.092 2.062
H -0.309 -2.638 4.441
H 0.215 -0.208 6.934
H -1.260 -0.064 7.971
H -0.414 -1.643 7.837
H -3.323 -1.935 5.592
H -2.513 -2.681 7.032
H -3.325 -1.081 7.189
H -1.999 1.212 5.006
H -1.256 1.923 2.739
H -0.711 2.017 -1.200
H 0.274 4.302 -1.517
H 1.109 6.319 1.199
H 2.810 6.923 1.036
H 1.621 7.265 -0.260
H 3.651 4.510 -1.571
H 3.089 6.209 -1.874
H 4.268 5.884 -0.560
H 3.013 3.606 1.691
H 1.879 1.453 2.224
H -1.327 -2.843 -1.300
H -2.010 -4.319 -3.169
*
```